No. 1
This record from the OMol25 dataset describes a structure of composition C28H26Cl2N4O12STi. The level of theory is ωB97M-V/def2-TZVPD.

Structure (ORCA input):
```
! wB97M-V def2-TZVPD RIJCOSX def2/J DEFGRID3
* xyz 0 1
Ti 0.0258 -0.5478 0.0109
C 2.1350 3.3118 3.0680
N 1.0766 2.3588 2.7529
C 0.2899 1.8823 3.8883
C 0.8613 1.8996 1.5349
O -0.0419 1.0611 1.3047
C 1.7401 2.3675 0.3869
O 1.3405 1.7270 -0.7941
C 0.8802 2.5188 -1.8637
C -0.6436 2.5856 -1.9348
O -1.3327 2.0801 -1.0542
N -1.1492 3.2141 -3.0085
C -2.5890 3.2426 -3.2247
C -0.3029 3.7962 -4.0418
H 1.7361 4.3248 3.1402
H 2.9293 3.2783 2.3290
H 2.5708 3.0332 4.0256
H -0.1156 2.7372 4.4285
H 0.9294 1.3143 4.5660
H -0.5202 1.2531 3.5376
H 2.7706 2.0715 0.6071
H 1.6945 3.4570 0.3051
H 1.2532 2.0547 -2.7771
H 1.2980 3.5289 -1.8079
H -3.0904 2.8946 -2.3282
H -2.8608 2.5977 -4.0627
H -2.9098 4.2610 -3.4429
H 0.3073 3.0439 -4.5438
H 0.3502 4.5713 -3.6377
H -0.9435 4.2585 -4.7875
O 3.1570 -0.6702 5.0959
C 2.6253 -0.8950 4.0492
C 1.2521 -1.5769 3.8596
O 0.5601 -2.0375 4.7273
C 0.9685 -1.4196 2.4210
C 2.0449 -0.8612 1.7638
O 1.8905 -0.5929 0.4790
C 3.0808 -0.3929 2.6666
O 4.0117 0.3474 2.4415
O -0.1290 -1.6207 1.7542
Cl 0.1269 0.2770 -4.8050
C 0.3038 -1.2668 -4.0509
C 0.4506 -2.4196 -4.8541
C 0.5136 -3.6591 -4.2861
Cl 0.7200 -5.0389 -5.2839
C 0.4318 -3.8209 -2.8742
C 0.3785 -5.0412 -2.1772
C 0.2849 -5.0184 -0.8086
C 0.2044 -3.8000 -0.1284
N 0.2119 -2.6377 -0.7563
C 0.3232 -2.6568 -2.1101
C 0.2438 -1.3767 -2.6945
O 0.0738 -0.3797 -1.8166
H 0.4988 -2.3100 -5.9277
H 0.3803 -5.9691 -2.7286
H 0.2300 -5.9359 -0.2411
H 0.1029 -3.7642 0.9479
N -2.1322 -0.3347 0.2075
C -2.6848 -1.3714 -0.6445
C -2.8177 -1.1585 -2.0088
C -3.1043 -2.2379 -2.8337
C -3.2526 -3.5093 -2.2996
C -3.2015 -3.6944 -0.9235
C -2.9098 -2.6269 -0.0925
S -3.4045 -4.9473 -3.3709
O -4.3906 -5.7807 -2.7180
O -3.7702 -4.3996 -4.6605
O -2.0468 -5.4948 -3.3231
H -2.4117 -0.4559 1.1758
H -2.3472 0.6118 -0.1046
H -2.6517 -0.1692 -2.4206
H -3.1952 -2.1149 -3.9059
H -3.3767 -4.6855 -0.5243
H -2.8153 -2.7693 0.9793
*
```

Gap between HOMO and LUMO in eV: 6.20
Energy relative to the best compared isomer or geometry (same formula, charge and spin) in kcal/mol: 4.88



No. 2
This record from the OMol25 dataset describes the molecule C28H26FN3O4. The level of theory is ωB97M-V/def2-TZVPD.

Structure (ORCA input):
```
! wB97M-V def2-TZVPD RIJCOSX def2/J DEFGRID3
* xyz 0 1
O 2.3720 -4.4331 3.6706
C 1.3584 -3.9143 3.2582
C 0.3151 -3.2710 4.1833
C -0.2259 -2.0251 3.5503
C -1.5022 -1.9905 3.0004
C -1.9325 -0.8929 2.2773
C -1.0721 0.1742 2.0852
N -1.4628 1.2780 1.2581
C -1.5102 2.5403 1.8363
O -1.3381 2.6962 3.0244
C -1.7644 3.6280 0.8891
C -1.7577 4.9384 1.3657
C -1.9464 5.9971 0.5065
C -2.1285 5.7433 -0.8471
C -2.1408 4.4528 -1.3355
C -1.9747 3.3646 -0.4726
N -2.0095 2.0505 -0.8961
C -2.2554 1.6575 -2.2762
C -0.9729 1.2767 -2.9740
C 0.1627 2.0670 -2.8428
C 1.3509 1.7018 -3.4491
C 1.3862 0.5360 -4.1907
F 2.5459 0.1640 -4.7729
C 0.2705 -0.2655 -4.3444
C -0.9074 0.1122 -3.7274
C -1.7203 0.9855 -0.0658
O -1.7002 -0.1480 -0.4944
C 0.1888 0.1748 2.6614
C 0.6018 -0.9175 3.3959
N 0.9986 -3.8922 1.9536
C 1.9492 -4.1084 0.8909
C 2.5638 -2.7587 0.4555
C 3.2042 -2.8308 -0.9344
C 2.0630 -2.3699 -1.8410
C 1.3734 -1.3341 -0.9567
O 1.5337 -1.7783 0.3794
H 0.8095 -3.0609 5.1325
H -0.4789 -3.9988 4.3611
H -2.1636 -2.8360 3.1261
H -2.9186 -0.8779 1.8397
H -1.5954 5.0837 2.4227
H -1.9436 7.0106 0.8747
H -2.2594 6.5649 -1.5354
H -2.2672 4.3071 -2.3961
H -2.9182 0.7879 -2.2537
H -2.7666 2.4657 -2.7988
H 0.1275 2.9735 -2.2565
H 2.2399 2.3042 -3.3501
H 0.3343 -1.1698 -4.9282
H -1.7824 -0.5116 -3.8236
H 0.8440 1.0199 2.5202
H 1.5905 -0.9302 3.8291
H 0.2435 -3.2703 1.6951
H 1.4278 -4.5743 0.0508
H 2.7314 -4.7742 1.2588
H 3.2713 -2.4388 1.2303
H 4.0406 -2.1349 -1.0012
H 3.5594 -3.8324 -1.1656
H 1.3851 -3.1963 -2.0559
H 2.4133 -1.9465 -2.7786
H 1.8550 -0.3511 -1.0685
H 0.3046 -1.2220 -1.1499
*
```

Gap between HOMO and LUMO in eV: 8.98
Energy relative to the best compared isomer or geometry (same formula, charge and spin) in kcal/mol: 0.00



No. 3
This record from the OMol25 dataset describes a structure of composition C28H26IMnN3 at a distorted geometry. The level of theory is ωB97M-V/def2-TZVPD.

Structure (ORCA input):
```
! wB97M-V def2-TZVPD RIJCOSX def2/J DEFGRID3
* xyz 1 5
Mn -1.0314 -0.0190 -0.1415
N -3.0595 -0.6871 0.7465
C -2.9053 -1.5758 -0.3461
C -3.8075 -1.6959 -1.3817
C -3.5427 -2.5694 -2.4480
C -2.4276 -3.3666 -2.4546
C -1.5070 -3.3160 -1.3859
C -0.3881 -4.1621 -1.2447
C 0.4050 -4.0508 -0.1306
C 0.1495 -3.0383 0.7980
N -0.8398 -2.1753 0.6757
C -1.7111 -2.3547 -0.3608
H -2.8724 -1.1366 1.6441
H -3.9849 -0.2658 0.7699
H -4.7137 -1.1048 -1.3836
H -4.2476 -2.6186 -3.2641
H -2.2375 -4.0455 -3.2707
H -0.1914 -4.9117 -1.9928
H 1.2378 -4.7156 0.0271
H 0.7691 -2.9306 1.6765
I -2.8786 1.7524 -1.5578
C -2.6601 2.9332 0.2287
C -3.6356 3.8450 0.5229
C -3.4257 4.7556 1.5659
C -2.2152 4.7743 2.2015
C -1.2117 3.8285 1.9058
C 0.0537 3.9063 2.5238
C 1.0344 3.0221 2.1753
C 0.7733 1.9884 1.2631
C -0.4712 1.7775 0.6921
C -1.4513 2.8007 0.9391
H -4.5474 3.8851 -0.0546
H -4.1992 5.4642 1.8203
H -1.9879 5.5344 2.9346
H 0.2441 4.6913 3.2416
H 2.0285 3.1090 2.5874
H 1.6103 1.3634 0.9906
C 4.4772 0.4657 0.3361
N 3.2828 0.1910 1.0950
C 3.4928 0.0927 2.5213
C 2.4253 -0.8700 0.5925
C 1.9808 -0.7213 -0.8475
C 2.8502 -1.1186 -1.8593
C 2.4842 -1.0781 -3.1909
C 1.1971 -0.6999 -3.5238
C 0.3180 -0.3119 -2.5272
C 0.6885 -0.2749 -1.1754
H 5.0382 1.2548 0.8287
H 4.2060 0.8114 -0.6603
H 5.1310 -0.4094 0.2422
H 4.0969 -0.7807 2.8023
H 2.5270 0.0244 3.0197
H 3.9977 0.9907 2.8731
H 1.5265 -0.8560 1.2229
H 2.9151 -1.8539 0.6959
H 3.8362 -1.4709 -1.5996
H 3.1865 -1.3584 -3.9607
H 0.8731 -0.6988 -4.5518
H -0.6857 -0.0190 -2.8462
*
```

Gap between HOMO and LUMO (spin up / spin down) in eV: 6.89 / 6.90
<S²>: 6.248



No. 4
This record from the OMol25 dataset describes a structure of composition C28H26NO5PdSe at a distorted geometry. The level of theory is ωB97M-V/def2-TZVPD.

Structure (ORCA input):
```
! wB97M-V def2-TZVPD RIJCOSX def2/J DEFGRID3
* xyz -1 1
Pd -0.1373 -0.2699 0.5048
C 7.1649 -0.7627 0.2113
O 6.6260 -2.0626 0.4126
C 5.2677 -2.1776 0.4793
C 4.8100 -3.5036 0.7112
C 3.4727 -3.7284 0.8026
C 2.5009 -2.6993 0.6530
C 1.1105 -3.0343 0.7166
C 0.6773 -4.4228 1.1504
O 0.1673 -2.3029 0.3994
C 2.9632 -1.3315 0.4225
O 2.2059 -0.3278 0.3336
C 4.3942 -1.1364 0.3459
H 8.2444 -0.8769 0.2082
H 6.8747 -0.0826 1.0126
H 6.8425 -0.3404 -0.7410
H 5.5370 -4.2990 0.8088
H 3.1381 -4.7465 0.9770
H 1.1385 -4.6932 2.1050
H 0.9595 -5.1808 0.4095
H -0.4050 -4.4137 1.2590
H 4.7139 -0.1221 0.1837
O -0.6521 3.4416 -1.0374
C -0.4910 2.2466 -0.7907
O -0.5148 1.7145 0.3811
C -0.2447 1.3049 -1.9794
C 0.2317 1.8584 -3.1896
C 0.4384 1.0373 -4.2512
C 0.1440 -0.3452 -4.1433
C 0.3067 -1.2614 -5.2131
C -0.0118 -2.5798 -5.0472
C -0.5077 -3.0443 -3.8074
C -0.6726 -2.1860 -2.7566
C -0.3451 -0.8168 -2.9071
N -0.5174 0.0241 -1.8390
H 0.4142 2.9230 -3.2223
H 0.8231 1.4220 -5.1907
H 0.6862 -0.8968 -6.1637
H 0.1161 -3.2767 -5.8686
H -0.7544 -4.0938 -3.6908
H -1.0317 -2.5145 -1.7914
C 0.6018 1.4290 7.9326
C 0.1500 0.9134 6.5875
C -0.3416 1.7681 5.6106
C -0.7843 1.3095 4.3697
C -1.3276 2.3024 3.3845
C -0.7317 -0.0701 4.0862
Se -1.4695 -0.8344 2.4738
C -0.2069 -0.9481 5.0599
C -0.0692 -2.4362 4.8113
C 0.2126 -0.4425 6.2895
H 0.5537 2.5198 7.9706
H 1.6312 1.1296 8.1484
H -0.0266 1.0375 8.7373
H -0.3886 2.8356 5.8149
H -1.1990 3.3235 3.7516
H -2.3885 2.1236 3.2112
H -0.8546 2.2178 2.4330
H 0.2520 -2.6255 3.7900
H -1.0244 -2.9525 4.9395
H 0.6519 -2.8738 5.5068
H 0.6195 -1.1331 7.0289
*
```

Gap between HOMO and LUMO in eV: 6.48



Number 1: DFT total energy -118987.4571 eV. Number 2: DFT total energy -44838.2177 eV. Number 3: DFT total energy -73342.4549 eV. Number 4: DFT total energy -110014.5988 eV.